Entry 1:
Here is C5H6Si in the gas phase from OMol25. Energies are from ωB97M-V/def2-TZVPD.

XYZ file:
```
12
Properties=species:S:1:pos:R:3
C -1.832 0.420 -0.096
C -1.878 1.718 0.071
C -0.607 -0.582 -0.009
C 0.660 -0.386 -0.741
C 0.601 -0.199 0.880
Si 1.433 1.192 -0.017
H -2.804 -0.110 -0.312
H -0.864 2.168 0.161
H -0.696 -1.639 0.346
H 1.170 -1.239 -1.192
H 1.145 -0.844 1.573
H 2.773 1.189 -0.573
```

The spin multiplicity is 1. Its energy above the lowest of the compared OMol25 structures with the same formula, charge and spin is 528.1 kJ/mol. For the orbital gap (alpha / beta), the calculation gives 8.39 / 6.92 eV. As for the LUMO energy (alpha / beta): -1.1449 / -0.9726 eV.

=====

Entry 2:
Here is a molecular structure, C28H37BrClFN2Na2O8Rb from OMol25. Energies are from ωB97M-V/def2-TZVPD.

XYZ file:
```
81
Properties=species:S:1:pos:R:3
C -1.206 1.857 0.611
C -0.695 0.563 1.488
O -0.817 0.971 2.831
N -0.850 -0.099 3.728
C 0.237 -1.068 3.539
C 0.483 -1.650 5.006
C 0.922 -3.226 5.010
O -0.456 -2.576 5.450
C -2.153 -0.677 3.808
O -3.052 -0.058 4.309
O -2.409 -1.934 3.361
H -2.282 2.125 0.849
H -1.171 1.626 -0.521
H -0.518 2.706 0.768
H -1.354 -0.326 1.195
H 0.390 0.404 1.156
H -0.017 -1.949 2.930
H 1.194 -0.597 3.268
H 0.972 -0.982 5.753
H 0.652 -4.045 5.703
H 1.792 -2.902 5.692
H -3.359 -2.003 3.185
Rb -1.326 0.306 -1.247
O 1.583 2.515 -4.399
C 2.149 3.561 -4.140
N 2.150 4.080 -2.865
C 2.896 4.359 -5.176
H 2.610 4.934 -2.614
H 1.664 3.565 -2.154
H 2.207 4.648 -5.970
H 3.692 3.739 -5.592
H 3.340 5.262 -4.755
C 0.094 2.785 -9.815
C 0.428 1.584 -10.428
C 1.163 0.562 -9.721
O 1.466 -0.535 -10.276
C 1.522 0.856 -8.366
C 1.183 2.043 -7.785
C 0.457 3.043 -8.494
O 0.132 4.204 -7.891
H -0.456 3.565 -10.331
H 0.159 1.365 -11.437
H 2.073 0.092 -7.830
H 1.453 2.272 -6.759
Br 2.511 0.382 -4.598
Na -0.989 -0.496 -9.515
F -2.527 -5.055 -1.229
C -2.997 -5.381 -0.007
C -2.693 -4.570 1.068
C -3.181 -4.901 2.326
C -3.955 -6.041 2.490
C -4.248 -6.848 1.399
C -3.771 -6.514 0.140
H -2.079 -3.690 0.912
H -2.955 -4.272 3.176
H -4.330 -6.301 3.472
H -4.848 -7.739 1.528
H -3.995 -7.126 -0.724
Cl 0.842 5.627 -8.714
C -3.840 3.295 6.310
C -4.969 2.355 6.693
O -5.545 1.761 5.534
H -4.206 4.079 5.645
H -3.400 3.759 7.194
H -3.057 2.756 5.770
H -5.758 2.898 7.213
H -4.604 1.561 7.353
H -4.848 1.274 5.084
Na 0.051 1.151 -13.035
C 4.100 -1.398 3.431
C 4.788 -0.894 2.334
C 5.889 -0.070 2.522
C 6.308 0.243 3.809
C 5.623 -0.263 4.906
C 4.517 -1.080 4.717
H 3.239 -2.041 3.283
H 4.466 -1.144 1.330
H 6.420 0.328 1.667
H 7.169 0.882 3.957
H 5.952 -0.020 5.908
H 3.980 -1.472 5.574
```

The spin multiplicity is 1. For the orbital gap, the calculation gives 2.43 eV. As for the net charge: +1. As for the LUMO energy: -4.3571 eV.

=====

Entry 3:
Here is 15 unconnected molecules or ions with the total composition C22H64FN29O21 from OMol25. Energies are from ωB97M-V/def2-TZVPD.

XYZ file:
```
137
Properties=species:S:1:pos:R:3
O 2.034 0.474 -1.086
C 1.908 1.610 -0.756
O 2.190 2.684 -1.507
C 1.360 2.825 -2.675
C 0.400 3.987 -2.551
C -0.271 3.997 -1.206
O 0.434 4.613 -0.129
C -0.484 4.668 0.888
O -0.184 4.874 2.035
O -1.729 4.489 0.392
C -1.582 4.714 -1.048
C -2.732 4.147 -1.827
O -3.254 4.817 -2.693
N -3.214 2.836 -1.514
C -2.708 1.824 -2.321
O -1.646 1.249 -2.238
F -3.557 1.484 -3.273
H 1.546 1.839 0.249
H 0.819 1.906 -2.858
H 1.996 2.986 -3.525
H -0.363 3.897 -3.312
H 0.910 4.926 -2.706
H -0.494 2.969 -0.908
H -1.512 5.777 -1.128
H -3.113 2.619 -0.525
C 3.960 0.802 -4.478
O 3.236 1.705 -4.906
N 5.302 0.789 -4.696
N 3.466 -0.226 -3.748
H 5.909 0.071 -4.352
H 5.697 1.554 -5.219
H 2.481 -0.228 -3.565
H 4.040 -0.962 -3.373
C -3.985 0.689 1.504
O -3.188 1.575 1.204
N -4.475 -0.217 0.627
N -4.410 0.557 2.797
H -5.104 -0.956 0.879
H -4.157 -0.163 -0.321
H -4.057 1.218 3.459
H -5.048 -0.150 3.109
C -2.695 -3.250 0.668
O -3.901 -3.027 0.644
N -1.768 -2.263 0.778
N -2.187 -4.517 0.599
H -0.780 -2.427 0.815
H -2.100 -1.320 0.846
H -2.843 -5.270 0.520
H -1.205 -4.727 0.619
C -3.019 -5.933 5.138
O -2.855 -6.151 6.329
N -3.993 -6.562 4.412
N -2.250 -5.048 4.439
H -4.153 -6.403 3.436
H -4.573 -7.220 4.901
H -1.528 -4.568 4.941
H -2.371 -4.860 3.461
C -0.413 -0.164 3.948
O -0.217 -0.992 3.068
N -1.562 0.570 4.031
N 0.496 0.109 4.926
H -1.729 1.246 4.756
H -2.259 0.417 3.327
H 1.359 -0.399 4.918
H 0.334 0.797 5.640
C 6.942 4.514 -4.678
O 6.925 3.320 -4.927
N 7.698 5.404 -5.391
N 6.209 5.060 -3.664
H 7.725 6.388 -5.205
H 8.249 5.036 -6.144
H 5.639 4.437 -3.122
H 6.206 6.038 -3.442
C 5.208 -3.221 -1.871
O 4.753 -2.917 -2.970
N 4.806 -4.342 -1.209
N 6.144 -2.461 -1.231
H 5.158 -4.609 -0.311
H 4.114 -4.924 -1.651
H 6.458 -1.630 -1.694
H 6.526 -2.691 -0.334
C -7.445 -7.690 6.557
O -7.155 -8.529 5.713
N -8.618 -6.991 6.524
N -6.617 -7.385 7.594
H -8.871 -6.301 7.203
H -9.251 -7.190 5.773
H -5.745 -7.877 7.646
H -6.830 -6.700 8.293
C -8.650 -12.282 4.409
O -9.500 -13.027 3.949
N -8.769 -10.922 4.393
N -7.497 -12.751 4.983
H -8.078 -10.295 4.770
H -9.598 -10.543 3.981
H -7.373 -13.744 5.014
H -6.788 -12.157 5.366
C 10.014 5.457 -1.515
O 10.365 6.594 -1.777
N 10.598 4.721 -0.517
N 9.009 4.828 -2.196
H 10.326 3.786 -0.284
H 11.337 5.157 -0.001
H 8.568 5.342 -2.930
H 8.699 3.896 -2.002
C -0.607 3.785 6.626
O -0.741 2.586 6.835
N 0.013 4.268 5.511
N -1.074 4.728 7.496
H 0.130 5.244 5.318
H 0.363 3.600 4.850
H -1.535 4.400 8.324
H -0.979 5.714 7.349
C 0.612 2.765 -7.355
O 1.323 3.735 -7.560
N -0.663 2.681 -7.868
N 1.010 1.699 -6.603
H -1.272 1.902 -7.715
H -0.986 3.451 -8.421
H 1.949 1.718 -6.193
H 0.423 0.905 -6.434
C -0.069 8.394 -2.150
O -0.247 7.193 -2.281
N 0.817 9.085 -2.926
N -0.740 9.140 -1.221
H 0.981 10.069 -2.840
H 1.322 8.566 -3.618
H -1.399 8.663 -0.636
H -0.607 10.125 -1.099
C 1.409 -5.165 -3.390
O 1.484 -5.738 -2.308
N 0.648 -5.648 -4.419
N 2.088 -4.017 -3.642
H 0.574 -5.200 -5.311
H 0.144 -6.498 -4.257
H 2.664 -3.651 -2.908
H 2.066 -3.532 -4.519
```

The spin multiplicity is 1. For the orbital gap, the calculation gives 9.36 eV. As for the LUMO energy: 0.2342 eV.

=====

Entry 4:
Here is a molecular structure, C47H42CeN6O4 from OMol25. Energies are from ωB97M-V/def2-TZVPD.

XYZ file:
```
100
Properties=species:S:1:pos:R:3
Ce 0.503 -0.273 1.564
N 4.871 -1.688 3.733
C 3.579 -1.733 4.117
N 2.588 -1.970 3.332
C 2.858 -2.326 2.009
N 1.919 -2.844 1.290
N 0.660 -2.673 1.693
C -0.315 -3.483 1.739
C -1.602 -2.843 2.078
C -2.834 -3.424 1.820
C -3.985 -2.709 2.117
C -3.870 -1.461 2.708
C -2.600 -0.966 2.968
N -1.490 -1.623 2.642
C 4.193 -2.085 1.475
C 4.473 -2.096 0.109
C 5.740 -1.784 -0.341
C 6.741 -1.451 0.570
C 6.479 -1.425 1.927
C 5.204 -1.746 2.379
H 5.606 -1.578 4.412
H 3.385 -1.554 5.170
H -0.257 -4.556 1.567
H -2.880 -4.405 1.366
H -4.960 -3.121 1.895
H -4.742 -0.881 2.977
H -2.461 -0.007 3.447
H 3.675 -2.340 -0.578
H 5.957 -1.801 -1.400
H 7.730 -1.197 0.215
H 7.254 -1.158 2.636
C -4.715 0.574 -2.155
C -3.209 0.651 -2.384
C -2.910 1.019 -3.828
O -2.632 -0.602 -1.982
C -1.721 -0.428 -0.903
C -2.237 0.951 -0.375
O -2.622 1.623 -1.544
C -1.513 1.874 0.655
O -1.052 1.092 1.717
C -0.394 2.673 -0.031
C 0.906 2.608 0.453
C 1.935 3.312 -0.160
C 1.664 4.117 -1.252
C 0.354 4.244 -1.697
C -0.670 3.538 -1.090
C -2.527 2.859 1.289
C -2.098 4.115 1.716
C -2.934 4.953 2.438
C -4.223 4.556 2.755
C -4.663 3.308 2.340
C -3.821 2.470 1.625
C -0.267 -0.864 -1.365
O 0.713 -0.504 -0.430
C -0.291 -2.409 -1.476
C 0.945 -3.035 -1.625
C 1.054 -4.411 -1.718
C -0.087 -5.200 -1.675
C -1.327 -4.593 -1.559
C -1.432 -3.209 -1.465
C 0.130 -0.310 -2.743
C -0.154 -0.990 -3.924
C 0.275 -0.489 -5.144
C 0.989 0.698 -5.203
C 1.278 1.380 -4.031
C 0.861 0.871 -2.810
H -5.144 -0.170 -2.826
H -5.152 1.548 -2.366
H -4.944 0.293 -1.126
H -3.167 0.186 -4.481
H -1.859 1.264 -3.948
H -3.510 1.888 -4.098
H -1.985 -1.160 -0.127
H -3.154 0.633 0.135
H 1.083 2.084 1.387
H 2.949 3.236 0.219
H 2.464 4.664 -1.734
H 0.128 4.907 -2.523
H -1.688 3.659 -1.420
H -1.096 4.452 1.486
H -2.574 5.923 2.755
H -4.879 5.205 3.319
H -5.668 2.980 2.576
H -4.200 1.498 1.337
H 1.825 -2.408 -1.679
H 2.027 -4.872 -1.836
H -0.013 -6.277 -1.755
H -2.228 -5.194 -1.558
H -2.420 -2.774 -1.423
H -0.725 -1.909 -3.892
H 0.048 -1.030 -6.054
H 1.329 1.083 -6.156
H 1.831 2.311 -4.059
H 1.105 1.381 -1.890
C 4.416 2.568 3.087
C 3.490 1.538 2.682
N 2.741 0.734 2.353
H 3.928 3.539 3.003
H 5.290 2.560 2.435
H 4.730 2.419 4.119
```

The spin multiplicity is 2. Its energy above the lowest of the compared OMol25 structures with the same formula, charge and spin is 112.5 kJ/mol. The expectation value of S² is 0.751. For the orbital gap (alpha / beta), the calculation gives 6.71 / 7.50 eV. As for the net charge: +1. As for the LUMO energy (alpha / beta): -2.9906 / -3.0072 eV.

=====

Max |F| (computed, eV Å⁻¹): 2.9 12.8 2.2 2.9
Calculated total energy (computed, a.u.): -483.32626 -5282.55964 -4145.16906 -2920.72350